Density functional theory data (ωB97M-V/def2-TZVPD) for 5 unconnected molecules or ions with the total composition C30H74BN4O14.

Structure (ORCA input):
```
! wB97M-V def2-TZVPD RIJCOSX def2/J DEFGRID3
* xyz 1 1
C 3.465 -0.697 -3.345
C 3.203 0.779 -2.986
C 3.161 1.645 -4.237
N 2.687 3.021 -4.060
N 1.413 3.123 -3.470
B 0.263 2.758 -4.421
O -0.366 3.745 -5.111
O -0.010 1.461 -4.488
C -1.319 1.000 -4.897
C -2.354 1.254 -3.813
C 1.178 3.557 -2.271
N -0.131 3.887 -1.954
N 2.144 3.774 -1.319
H 4.290 -1.095 -2.758
H 3.731 -0.802 -4.397
H 2.589 -1.310 -3.145
H 2.262 0.857 -2.436
H 3.996 1.138 -2.324
H 4.164 1.742 -4.654
H 2.555 1.161 -5.005
H 3.349 3.632 -3.604
H 0.215 4.443 -5.444
H -1.225 -0.069 -5.075
H -1.606 1.462 -5.841
H -2.873 2.201 -3.970
H -1.876 1.284 -2.832
H -3.112 0.473 -3.802
H -0.645 3.183 -1.437
H -0.648 4.219 -2.760
H 3.080 3.863 -1.690
H 2.134 3.075 -0.580
C -2.889 2.113 5.179
O -2.379 3.314 4.633
C -1.244 3.844 5.284
C -0.116 4.154 4.325
O 0.469 3.027 3.687
C -0.263 2.308 2.717
C -0.512 3.055 1.423
O -1.415 4.125 1.553
C -0.997 5.361 1.009
H -3.625 2.311 5.963
H -3.380 1.563 4.375
H -2.095 1.484 5.591
H -0.886 3.161 6.062
H -1.521 4.787 5.772
H 0.695 4.578 4.923
H -0.413 4.915 3.602
H -1.188 1.892 3.118
H 0.384 1.463 2.454
H -0.922 2.318 0.709
H 0.452 3.412 1.034
H 0.089 5.482 1.074
H -1.467 6.158 1.582
H -1.302 5.451 -0.036
C -2.686 -4.441 6.116
O -2.888 -3.848 7.377
C -2.094 -2.715 7.659
C -2.903 -1.524 8.128
O -3.773 -0.955 7.166
C -4.930 -1.667 6.760
C -5.993 -1.861 7.819
O -5.597 -2.761 8.831
C -5.825 -2.334 10.156
H -1.896 -5.198 6.152
H -3.617 -4.927 5.824
H -2.430 -3.696 5.355
H -1.500 -2.429 6.783
H -1.396 -2.968 8.467
H -2.180 -0.732 8.342
H -3.422 -1.745 9.063
H -4.674 -2.618 6.287
H -5.379 -1.032 5.990
H -6.880 -2.264 7.313
H -6.265 -0.888 8.243
H -5.724 -1.248 10.254
H -5.080 -2.811 10.792
H -6.821 -2.627 10.503
C 6.722 -1.770 1.565
O 6.091 -0.522 1.352
C 5.125 -0.488 0.332
C 3.804 0.096 0.793
O 3.095 -0.669 1.740
C 3.573 -0.740 3.078
C 3.452 0.538 3.874
O 4.338 1.549 3.427
C 3.727 2.795 3.175
H 7.610 -1.877 0.936
H 7.028 -1.812 2.609
H 6.042 -2.604 1.368
H 4.954 -1.487 -0.083
H 5.497 0.154 -0.482
H 3.153 0.103 -0.089
H 3.934 1.134 1.117
H 4.588 -1.137 3.123
H 2.915 -1.469 3.558
H 3.687 0.300 4.918
H 2.414 0.890 3.841
H 2.704 2.667 2.811
H 4.318 3.316 2.419
H 3.691 3.413 4.077
C -3.021 -5.487 -9.330
O -1.796 -5.286 -8.658
C -0.632 -5.495 -9.433
C 0.333 -4.332 -9.363
O -0.127 -3.124 -9.944
C -1.134 -2.377 -9.296
C -0.715 -1.695 -8.012
O -0.480 -2.611 -6.957
C 0.717 -2.432 -6.241
H -3.347 -6.529 -9.258
H -3.771 -4.856 -8.854
H -2.953 -5.209 -10.386
H -0.890 -5.692 -10.479
H -0.105 -6.377 -9.047
H 1.198 -4.613 -9.970
H 0.690 -4.181 -8.342
H -2.044 -2.959 -9.142
H -1.375 -1.576 -10.001
H -1.539 -1.030 -7.716
H 0.171 -1.077 -8.198
H 1.509 -2.015 -6.871
H 1.044 -3.406 -5.876
H 0.562 -1.775 -5.374
*
```

The calculation puts the total energy at -2484.2647 a.u.

Density functional theory data (ωB97M-V/def2-TZVPD) for C5H10N2S in the gas phase.

Structure (ORCA input):
```
! wB97M-V def2-TZVPD RIJCOSX def2/J DEFGRID3
* xyz 0 1
C 0.341 0.369 3.029
C 1.027 -0.253 1.889
C 0.707 -0.579 0.596
N -0.313 0.155 -0.183
C -0.014 0.322 -1.507
S 1.382 0.663 -2.324
N -1.689 0.129 0.176
C -2.269 -1.195 0.181
H -0.507 -0.298 3.446
H -0.116 1.535 2.860
H 1.057 0.574 3.863
H 1.683 -1.006 2.223
H 1.021 -1.491 -0.167
H -1.100 0.259 -2.006
H -1.729 0.186 1.231
H -3.396 -1.206 0.190
H -2.097 -1.774 -0.758
H -1.663 -1.371 1.233
*
```

The calculation puts the total energy at -704.0112 a.u. The value obtained for the energy above the lowest of the compared OMol25 structures with the same formula, charge and spin is 558.2 kJ/mol. The SMILES is C/C=C\N(C=S)NC.

Density functional theory data (ωB97M-V/def2-TZVPD) for a molecular structure, C4H8OS2.

Structure (ORCA input):
```
! wB97M-V def2-TZVPD RIJCOSX def2/J DEFGRID3
* xyz 0 1
C 0.222 2.133 -0.229
C 1.301 1.017 -0.731
C -0.454 -1.203 -0.832
C -0.639 -1.895 1.472
H 0.303 2.931 -1.099
H -1.266 1.908 -0.135
H 0.595 2.537 0.983
H 1.747 0.476 0.008
H 2.032 1.446 -1.411
H -1.584 -1.107 1.967
H -1.039 -3.013 0.777
H 0.220 -1.983 2.191
O 0.017 -1.178 0.393
S 0.403 -0.110 -1.836
S -1.860 -1.961 -1.519
*
```

The calculation puts the total energy at -1028.6279 a.u. The value obtained for the energy above the lowest of the compared OMol25 structures with the same formula, charge and spin is 512.3 kJ/mol.

Density functional theory data (ωB97M-V/def2-TZVPD) for a gas-phase ion, C25H30N3O4S (charge +1).

Structure (ORCA input):
```
! wB97M-V def2-TZVPD RIJCOSX def2/J DEFGRID3
* xyz 1 1
C -3.451 -0.357 3.104
C -4.029 0.749 2.229
N -3.557 0.623 0.859
C -4.416 0.812 -0.239
C -4.109 0.176 -1.439
C -4.928 0.336 -2.541
C -6.069 1.116 -2.459
C -6.375 1.752 -1.269
C -5.551 1.612 -0.165
S -1.933 0.869 0.620
O -1.358 1.473 1.785
O -1.686 1.504 -0.641
C -1.216 -0.783 0.468
C -1.943 -1.950 0.368
C -1.289 -3.156 0.155
C 0.094 -3.193 0.028
O 0.837 -4.306 -0.213
C 0.173 -5.549 -0.351
C 0.822 -1.992 0.140
N 2.219 -2.073 -0.056
C 3.096 -1.113 0.203
O 2.879 -0.041 0.745
C 4.566 -1.339 -0.260
N 5.151 0.009 -0.211
C 5.261 0.727 -1.505
C 5.175 2.235 -1.254
C 3.893 2.545 -0.516
C 3.913 2.853 0.839
C 2.728 3.043 1.532
C 1.514 2.910 0.881
C 1.486 2.617 -0.475
C 2.669 2.440 -1.169
C 0.162 -0.796 0.363
H -3.834 -0.249 4.116
H -2.368 -0.283 3.133
H -3.736 -1.337 2.729
H -5.117 0.673 2.218
H -3.737 1.722 2.636
H -3.216 -0.425 -1.508
H -4.676 -0.158 -3.467
H -6.711 1.234 -3.318
H -7.254 2.374 -1.197
H -5.790 2.138 0.746
H -3.018 -1.928 0.448
H -1.869 -4.062 0.080
H -0.523 -5.536 -1.192
H -0.356 -5.818 0.566
H 0.958 -6.278 -0.541
H 2.519 -2.973 -0.411
H 4.612 -1.760 -1.264
H 5.067 -2.014 0.435
H 4.379 0.542 0.359
H 6.034 0.055 0.298
H 6.190 0.451 -2.006
H 4.415 0.426 -2.125
H 5.194 2.745 -2.217
H 6.038 2.573 -0.678
H 4.859 2.962 1.353
H 2.756 3.284 2.583
H 0.587 3.014 1.420
H 0.535 2.514 -0.976
H 2.644 2.220 -2.227
H 0.692 0.137 0.451
*
```

The calculation puts the total energy at -1833.8413 a.u. The value obtained for the energy above the lowest of the compared OMol25 structures with the same formula, charge and spin is 28.6 kJ/mol. The SMILES is CCN(c1ccccc1)S(=O)(=O)c1ccc(OC)c(NC(=O)C[NH2+]CCc2ccccc2)c1.

Density functional theory data (ωB97M-V/def2-TZVPD) for CH4NP3 in the gas phase.

Structure (ORCA input):
```
! wB97M-V def2-TZVPD RIJCOSX def2/J DEFGRID3
* xyz 0 1
N 0.141 0.344 3.848
C 0.271 0.230 2.702
P 0.290 -0.333 0.995
P 1.148 1.425 -0.227
P -1.624 0.244 0.117
H 1.470 2.125 0.817
H 2.461 1.094 -0.458
H -2.551 -0.416 0.938
H -1.733 1.482 0.733
*
```

The calculation puts the total energy at -1119.2573 a.u. The value obtained for the energy above the lowest of the compared OMol25 structures with the same formula, charge and spin is 24.3 kJ/mol. The SMILES is N#CP(P)#[PH2].

Density functional theory data (ωB97M-V/def2-TZVPD) for a molecular structure, C33H26F15GeNO3STi.

Structure (ORCA input):
```
! wB97M-V def2-TZVPD RIJCOSX def2/J DEFGRID3
* xyz 2 1
Ti 0.158 -0.268 0.039
C 0.656 3.462 0.700
O 0.440 2.122 1.160
C 0.663 1.975 2.560
C -0.370 1.010 3.058
O -0.255 -0.192 2.269
C -1.357 -1.082 2.547
C -2.544 -0.681 1.692
O -2.062 -0.376 0.359
C -2.967 -0.894 -0.655
H -0.042 4.144 1.189
H 0.486 3.476 -0.374
H 1.678 3.784 0.909
H 1.673 1.597 2.741
H 0.563 2.930 3.080
H -0.231 0.759 4.111
H -1.367 1.435 2.914
H -1.007 -2.081 2.306
H -1.606 -1.031 3.609
H -3.254 -1.506 1.636
H -3.066 0.201 2.069
H -3.023 -1.978 -0.555
H -3.945 -0.432 -0.527
H -2.548 -0.640 -1.624
C 2.915 -1.047 1.103
N 2.273 -0.040 0.241
C 3.028 1.229 0.294
C 1.880 -0.403 -1.066
C -0.597 1.277 -1.450
C -0.343 1.965 -2.690
C -1.188 2.979 -3.117
C -2.300 3.367 -2.370
C -2.641 2.751 -1.140
C -1.663 1.858 -0.996
H 2.972 -0.644 2.113
H 3.921 -1.263 0.732
H 2.333 -1.963 1.118
H 3.091 1.592 1.315
H 2.547 1.971 -0.336
H 4.036 1.043 -0.080
H 2.023 0.385 -1.797
H 2.141 -1.396 -1.392
H 0.509 1.660 -3.286
H -1.000 3.484 -4.054
H -2.945 4.164 -2.719
H -3.491 3.011 -0.531
F 2.033 -6.023 -2.892
C 0.699 -6.052 -2.811
C 0.059 -5.432 -1.749
C -1.323 -5.543 -1.708
F -1.987 -5.002 -0.671
C -2.053 -6.208 -2.673
F -3.374 -6.282 -2.590
C -1.379 -6.804 -3.734
F -2.054 -7.446 -4.664
C 0.006 -6.729 -3.802
F 0.655 -7.304 -4.801
Ge 0.971 -4.496 -0.322
S -0.130 -2.479 -0.170
C 0.567 -5.189 1.446
C 0.928 -4.458 2.566
F 1.591 -3.292 2.398
C 0.641 -4.856 3.853
F 0.997 -4.104 4.889
C -0.033 -6.058 4.051
F -0.317 -6.458 5.273
C -0.405 -6.825 2.957
F -1.046 -7.967 3.131
C -0.099 -6.379 1.676
F -0.469 -7.144 0.648
C 2.860 -4.219 -0.651
C 3.859 -4.542 0.254
F 3.545 -5.049 1.448
C 5.204 -4.355 -0.028
F 6.124 -4.672 0.866
C 5.576 -3.830 -1.260
F 6.848 -3.640 -1.543
C 4.599 -3.505 -2.197
F 4.938 -3.007 -3.377
C 3.274 -3.713 -1.872
F 2.335 -3.416 -2.790
*
```

The calculation puts the total energy at -6375.4170 a.u. The value obtained for the energy above the lowest of the compared OMol25 structures with the same formula, charge and spin is 349.9 kJ/mol.

Density functional theory data (ωB97M-V/def2-TZVPD) for 4 unconnected molecules or ions with the total composition C12H25NO5.

Structure (ORCA input):
```
! wB97M-V def2-TZVPD RIJCOSX def2/J DEFGRID3
* xyz 0 1
C 4.161 -0.829 -0.856
N 3.381 -1.908 -1.579
C 1.946 -2.009 -1.113
O 1.311 -3.188 -1.343
O 1.151 -0.944 -0.481
C -0.250 -0.957 -1.007
H 4.266 0.086 -1.596
H 3.739 -0.542 0.199
H 5.268 -1.257 -0.727
H 3.793 -2.866 -1.395
H -0.837 0.036 -0.713
H -0.860 -1.901 -0.615
H -0.188 -1.097 -2.183
C -0.386 -2.601 4.225
C -0.380 -2.634 2.720
C 0.955 -2.746 2.034
O -1.427 -2.573 2.076
H -1.418 -2.519 4.583
H 0.048 -3.524 4.619
H 0.177 -1.734 4.580
H 1.448 -3.675 2.330
H 1.577 -1.885 2.291
H 0.805 -2.759 0.949
C -1.154 3.491 2.252
C -0.631 2.281 1.526
C 0.414 1.451 2.223
O -1.041 1.981 0.406
H -1.902 3.993 1.629
H -1.627 3.187 3.189
H -0.336 4.189 2.448
H 0.011 1.056 3.159
H 1.302 2.058 2.417
H 0.698 0.611 1.581
C -2.458 1.133 -4.771
C -2.498 2.483 -4.106
C -2.292 2.529 -2.616
O -2.693 3.509 -4.756
H -2.622 1.254 -5.847
H -1.479 0.672 -4.616
H -3.247 0.496 -4.366
H -1.306 2.130 -2.365
H -3.074 1.954 -2.114
H -2.347 3.568 -2.274
*
```

The calculation puts the total energy at -903.0845 a.u. The value obtained for the energy above the lowest of the compared OMol25 structures with the same formula, charge and spin is 152.0 kJ/mol. The SMILES is CNC(=O)OC.CC(C)=O.CC(C)=O.CC(C)=O.

Density functional theory data (ωB97M-V/def2-TZVPD) for 4 unconnected molecules or ions with the total composition C3H15NO4.

Structure (ORCA input):
```
! wB97M-V def2-TZVPD RIJCOSX def2/J DEFGRID3
* xyz 0 1
C 2.201 -0.137 0.242
C 0.695 -0.035 0.279
O 0.189 -1.294 0.826
C 0.177 0.116 -1.142
N -1.281 0.125 -1.236
H 2.615 0.842 0.034
H 2.565 -0.577 1.169
H 2.539 -0.837 -0.526
H 0.245 0.645 0.947
H -0.654 -1.443 0.379
H 0.607 1.032 -1.564
H 0.644 -0.663 -1.749
H -1.596 -0.624 -1.834
H -1.646 0.992 -1.606
O 1.015 3.968 -0.137
H 0.855 4.300 0.747
H 0.233 3.845 -0.675
O 0.331 -4.248 0.946
H 0.996 -3.627 1.258
H -0.465 -3.713 1.007
O -3.630 0.762 0.823
H -3.883 0.002 1.354
H -2.754 0.570 0.459
*
```

The calculation puts the total energy at -478.9926 a.u. The value obtained for the energy above the lowest of the compared OMol25 structures with the same formula, charge and spin is 95.0 kJ/mol. The SMILES is C[C@H](O)CN.O.O.O.

Density functional theory data (ωB97M-V/def2-TZVPD) for a molecular structure, C16H32O8S4.

Structure (ORCA input):
```
! wB97M-V def2-TZVPD RIJCOSX def2/J DEFGRID3
* xyz 0 1
C 1.902 2.339 1.130
C 1.422 3.452 0.166
C 1.249 2.936 -1.079
S 2.268 1.555 -1.370
O 3.241 1.739 -2.381
O 1.389 0.434 -1.413
C 3.024 1.596 0.232
H 1.110 1.727 1.058
H 2.312 2.572 2.100
H 2.016 4.358 0.200
H 0.341 3.826 0.262
H 1.378 3.471 -1.863
H 0.201 2.717 -1.344
H 3.982 2.075 0.261
H 3.038 0.560 0.499
C -0.029 -2.780 -2.355
C 1.388 -3.195 -2.913
C 1.689 -2.362 -3.981
S 0.236 -1.870 -4.783
O 0.178 -2.597 -6.049
O 0.159 -0.424 -4.848
C -0.871 -2.466 -3.626
H 0.182 -1.868 -1.733
H -0.357 -3.705 -1.820
H 1.414 -4.241 -3.227
H 2.176 -3.342 -2.097
H 2.287 -2.892 -4.766
H 2.372 -1.496 -3.724
H -1.447 -3.204 -4.011
H -1.595 -1.684 -3.488
C 1.056 -2.240 3.059
C 1.294 -1.864 4.432
C 0.170 -1.144 4.865
S -0.343 -0.231 3.450
O -0.159 1.130 3.509
O -1.628 -0.750 3.109
C 0.767 -0.881 2.261
H 0.284 -2.937 2.911
H 2.018 -2.542 2.596
H 2.097 -1.546 4.646
H 1.421 -2.836 4.861
H 0.464 -0.426 5.602
H -0.495 -1.779 5.513
H 1.426 -0.236 1.865
H 0.232 -1.168 1.376
C -1.871 1.092 -0.357
C -2.226 2.477 0.177
C -3.633 2.631 0.328
S -4.401 1.112 0.777
O -5.581 1.007 0.022
O -4.381 1.090 2.212
C -2.960 0.133 0.198
H -1.079 0.809 -0.046
H -1.531 1.164 -1.414
H -1.785 3.297 -0.420
H -1.639 2.565 1.053
H -3.958 2.669 -0.995
H -4.246 3.282 0.920
H -3.217 -0.351 -0.493
H -2.757 -0.757 0.946
*
```

The calculation puts the total energy at -2823.0794 a.u. The value obtained for the energy above the lowest of the compared OMol25 structures with the same formula, charge and spin is 1044.0 kJ/mol.

Density functional theory data (ωB97M-V/def2-TZVPD) for C18H27NO2 in the gas phase.

Structure (ORCA input):
```
! wB97M-V def2-TZVPD RIJCOSX def2/J DEFGRID3
* xyz 0 1
C 8.140 1.084 -0.305
C 6.699 0.649 -0.536
C 5.865 0.740 0.748
C 4.449 0.312 0.492
C 4.067 -1.012 0.632
C 2.774 -1.427 0.358
C 1.830 -0.503 -0.073
O 0.529 -0.788 -0.369
C 0.075 -2.114 -0.244
C -1.397 -2.141 -0.657
N -2.187 -1.248 0.151
C -2.885 -0.215 -0.388
O -3.008 -0.078 -1.585
C -3.491 0.712 0.664
C -4.109 1.959 0.025
C -5.374 1.632 -0.764
C -6.390 0.906 0.110
C -5.771 -0.364 0.682
C -4.540 -0.019 1.513
C 2.206 0.833 -0.219
C 3.496 1.228 0.058
H 8.615 0.453 0.444
H 8.177 2.114 0.044
H 8.713 1.013 -1.226
H 6.679 -0.380 -0.901
H 6.242 1.280 -1.301
H 5.883 1.769 1.112
H 6.315 0.101 1.511
H 4.790 -1.743 0.967
H 2.519 -2.468 0.482
H 0.178 -2.455 0.799
H 0.648 -2.790 -0.893
H -1.503 -1.795 -1.688
H -1.771 -3.169 -0.577
H -2.019 -1.262 1.145
H -2.665 1.026 1.316
H -3.377 2.419 -0.641
H -4.347 2.674 0.817
H -5.105 1.001 -1.611
H -5.807 2.556 -1.153
H -7.276 0.658 -0.478
H -6.704 1.558 0.931
H -5.481 -1.025 -0.138
H -6.498 -0.892 1.303
H -4.117 -0.930 1.945
H -4.836 0.634 2.338
H 1.462 1.538 -0.555
H 3.770 2.267 -0.060
*
```

The calculation puts the total energy at -907.3494 a.u. The value obtained for the energy above the lowest of the compared OMol25 structures with the same formula, charge and spin is 31.1 kJ/mol. The SMILES is CCCc1ccc(OCCNC(=O)C2CCCCC2)cc1.

HOMO: -0.378, -0.308, -0.312, -0.386, -0.354, -0.507, -0.344, -0.375, -0.371, -0.306 (hartree)
LUMO energy: -3.09, 0.38, 0.34, -2.59, 0.10, -7.24, 0.45, 0.36, 0.04, 0.72 (eV)
F_max: 0.7, 4.6, 5.0, 1.2, 3.3, 0.9, 8.1, 2.6, 13.4, 0.6 (eV/A)